ORCA calculation (ωB97M-V/def2-TZVPD) on a 16-piece molecular cluster, C66H174N22O26 overall.

Last column: Löwdin charge in e.
Positions of all 288 atoms, in Å:
C (1.728, -3.896, -0.629)  -0.11
O (0.357, -4.049, -0.426)  -0.20
C (0.019, -3.660, 0.908)  -0.22
C (-1.385, -4.017, 1.219)  -0.18
N (-1.785, -3.782, 2.630)  -0.04
C (-1.174, -4.702, 3.615)  -0.19
C (-1.640, -6.140, 3.628)  -0.21
O (-3.023, -6.240, 4.093)  -0.20
C (-3.317, -7.646, 4.060)  -0.11
H (2.427, -4.192, 0.162)  0.08
H (1.783, -2.819, -0.762)  0.07
H (1.963, -4.373, -1.576)  0.09
H (0.184, -2.586, 1.105)  0.10
H (0.696, -4.164, 1.599)  0.10
H (-1.491, -5.067, 1.042)  0.11
H (-2.063, -3.393, 0.662)  0.10
H (-2.802, -3.782, 2.574)  0.07
H (-1.267, -4.198, 4.585)  0.10
H (-0.126, -4.790, 3.329)  0.11
H (-0.916, -6.695, 4.239)  0.13
H (-1.504, -6.548, 2.620)  0.12
H (-3.206, -8.009, 3.025)  0.09
H (-4.368, -7.791, 4.293)  0.07
H (-2.640, -8.251, 4.712)  0.10
C (-7.721, -6.517, 1.963)  -0.08
O (-7.604, -5.329, 2.762)  -0.21
C (-7.112, -5.671, 4.053)  -0.21
C (-6.674, -4.363, 4.712)  -0.22
N (-5.324, -4.053, 4.354)  -0.04
C (-4.854, -2.773, 4.953)  -0.15
C (-5.488, -1.555, 4.190)  -0.26
O (-5.741, -0.492, 5.008)  -0.19
C (-4.558, 0.271, 5.303)  -0.07
H (-8.683, -6.980, 2.228)  0.09
H (-6.851, -7.142, 2.192)  0.08
H (-7.738, -6.207, 0.910)  0.09
H (-6.172, -6.263, 3.946)  0.10
H (-7.850, -6.264, 4.631)  0.13
H (-6.793, -4.381, 5.816)  0.12
H (-7.369, -3.563, 4.502)  0.11
H (-4.599, -4.752, 4.413)  0.08
H (-3.789, -2.717, 4.813)  0.08
H (-5.005, -2.559, 6.020)  0.12
H (-6.434, -1.872, 3.770)  0.10
H (-4.861, -1.222, 3.347)  0.11
H (-4.430, 0.584, 6.330)  0.09
H (-4.658, 1.145, 4.649)  0.08
H (-3.748, -0.380, 5.013)  0.06
C (4.812, 2.697, 2.780)  -0.11
O (5.433, 1.599, 2.210)  -0.19
C (5.433, 0.497, 3.022)  -0.26
C (6.631, -0.355, 2.667)  -0.15
N (7.907, 0.331, 3.043)  -0.05
C (8.396, 0.196, 4.350)  -0.25
C (9.298, 1.321, 4.801)  -0.21
O (10.365, 1.434, 3.844)  -0.21
C (11.394, 2.239, 4.421)  -0.11
H (5.154, 3.595, 2.254)  0.09
H (5.163, 2.827, 3.832)  0.10
H (3.716, 2.595, 2.746)  0.08
H (4.529, -0.120, 2.992)  0.11
H (5.516, 0.894, 4.043)  0.12
H (6.689, -0.603, 1.613)  0.11
H (6.535, -1.284, 3.252)  0.12
H (7.816, 1.273, 2.706)  0.09
H (9.006, -0.741, 4.395)  0.14
H (7.569, 0.122, 5.074)  0.12
H (9.753, 1.015, 5.740)  0.12
H (8.820, 2.284, 4.792)  0.11
H (11.845, 1.858, 5.313)  0.08
H (10.930, 3.219, 4.516)  0.07
H (12.204, 2.355, 3.689)  0.09
C (-2.891, -0.600, 1.179)  -0.09
O (-1.843, 0.072, 0.523)  -0.21
C (-1.020, 0.868, 1.347)  -0.19
C (0.161, 0.082, 1.935)  -0.16
N (1.264, -0.152, 0.984)  -0.08
C (2.209, 0.874, 0.783)  -0.21
C (3.051, 0.649, -0.463)  -0.18
O (4.130, -0.269, -0.303)  -0.21
C (4.682, -0.536, -1.571)  -0.09
H (-3.621, 0.147, 1.506)  0.07
H (-2.525, -1.246, 2.006)  0.08
H (-3.299, -1.276, 0.409)  0.08
H (-1.640, 1.263, 2.156)  0.12
H (-0.644, 1.648, 0.712)  0.11
H (-0.205, -0.856, 2.336)  0.09
H (0.636, 0.632, 2.780)  0.13
H (0.927, -0.515, 0.096)  0.09
H (2.927, 0.921, 1.584)  0.09
H (1.742, 1.859, 0.744)  0.12
H (3.455, 1.657, -0.662)  0.11
H (2.418, 0.268, -1.306)  0.13
H (5.049, 0.407, -2.014)  0.09
H (3.910, -0.886, -2.261)  0.07
H (5.560, -1.190, -1.434)  0.09
C (-5.263, -3.378, 1.075)  -0.08
O (-5.470, -3.693, -0.283)  -0.17
C (-5.008, -2.710, -1.191)  -0.21
C (-5.744, -2.903, -2.506)  -0.23
N (-7.105, -2.574, -2.444)  -0.05
C (-7.865, -2.692, -3.717)  -0.17
C (-8.122, -4.142, -4.136)  -0.23
O (-8.968, -4.692, -3.132)  -0.21
C (-9.074, -6.148, -3.322)  -0.08
H (-5.782, -4.167, 1.623)  0.08
H (-5.684, -2.406, 1.336)  0.07
H (-4.190, -3.335, 1.305)  0.06
H (-3.942, -2.761, -1.344)  0.08
H (-5.277, -1.740, -0.722)  0.09
H (-5.446, -3.928, -2.745)  0.12
H (-5.310, -2.313, -3.308)  0.11
H (-7.683, -2.984, -1.735)  0.11
H (-7.228, -2.312, -4.512)  0.09
H (-8.762, -2.057, -3.722)  0.12
H (-7.319, -4.870, -4.253)  0.11
H (-8.616, -4.081, -5.099)  0.11
H (-9.795, -6.418, -2.553)  0.08
H (-8.114, -6.618, -3.133)  0.08
H (-9.491, -6.423, -4.313)  0.09
C (8.853, 4.890, 2.448)  -0.09
O (8.358, 4.025, 1.442)  -0.21
C (9.319, 3.200, 0.835)  -0.22
C (8.629, 2.232, -0.162)  -0.13
N (7.747, 3.003, -1.133)  -0.01
C (6.334, 3.075, -0.717)  -0.22
C (5.533, 3.514, -1.887)  -0.22
O (6.012, 4.829, -2.249)  -0.19
C (6.237, 4.985, -3.610)  -0.14
H (9.588, 5.583, 2.041)  0.09
H (9.204, 4.328, 3.301)  0.06
H (7.990, 5.439, 2.861)  0.09
H (9.921, 2.788, 1.634)  0.10
H (10.002, 3.837, 0.253)  0.12
H (7.987, 1.591, 0.431)  0.09
H (9.403, 1.606, -0.578)  0.11
H (8.152, 3.923, -1.252)  0.10
H (6.106, 3.710, 0.127)  0.10
H (5.909, 2.122, -0.412)  0.10
H (4.440, 3.446, -1.807)  0.10
H (5.793, 2.799, -2.688)  0.11
H (7.092, 4.366, -3.872)  0.08
H (6.487, 6.031, -3.741)  0.09
H (5.423, 4.667, -4.268)  0.07
C (-1.262, 8.821, -0.072)  -0.15
O (-0.488, 7.691, -0.277)  -0.19
C (0.076, 7.777, -1.608)  -0.22
C (0.972, 6.598, -1.748)  -0.24
N (0.259, 5.376, -1.994)  -0.05
C (0.965, 4.096, -2.036)  -0.18
C (1.898, 3.790, -3.245)  -0.18
O (2.361, 2.416, -3.129)  -0.21
C (3.060, 1.944, -4.252)  -0.11
H (-0.693, 9.741, -0.295)  0.09
H (-1.544, 8.827, 0.969)  0.09
H (-2.181, 8.850, -0.674)  0.09
H (0.693, 8.676, -1.655)  0.11
H (-0.683, 7.976, -2.407)  0.14
H (1.543, 6.537, -0.820)  0.13
H (1.759, 6.854, -2.487)  0.12
H (-0.119, 5.496, -2.947)  0.11
H (0.162, 3.376, -2.165)  0.08
H (1.525, 3.943, -1.119)  0.12
H (2.732, 4.517, -3.170)  0.12
H (1.412, 3.921, -4.209)  0.11
H (2.420, 2.033, -5.148)  0.08
H (3.344, 0.890, -4.138)  0.07
H (3.934, 2.525, -4.574)  0.08
C (-2.317, 2.983, -2.121)  -0.08
O (-1.749, 2.302, -3.250)  -0.22
C (-1.840, 3.127, -4.426)  -0.20
C (-1.464, 2.207, -5.563)  -0.21
N (-2.348, 1.078, -5.836)  -0.04
C (-3.491, 1.438, -6.702)  -0.19
C (-4.414, 0.172, -6.834)  -0.18
O (-4.935, -0.359, -5.593)  -0.22
C (-6.070, 0.387, -5.121)  -0.09
H (-3.243, 3.414, -2.437)  0.07
H (-1.709, 3.838, -1.724)  0.08
H (-2.281, 2.223, -1.326)  0.09
H (-1.027, 3.854, -4.377)  0.10
H (-2.781, 3.622, -4.643)  0.12
H (-0.458, 1.792, -5.354)  0.12
H (-1.425, 2.781, -6.495)  0.12
H (-2.603, 0.618, -4.973)  0.07
H (-3.184, 1.748, -7.692)  0.11
H (-4.072, 2.311, -6.372)  0.10
H (-3.766, -0.637, -7.139)  0.11
H (-5.274, 0.270, -7.500)  0.11
H (-5.798, 1.362, -4.741)  0.08
H (-6.609, -0.201, -4.376)  0.07
H (-6.805, 0.462, -5.924)  0.08
C (-1.395, -4.751, -6.850)  -0.09
O (-0.290, -3.852, -6.874)  -0.16
C (-0.427, -2.873, -5.929)  -0.29
C (0.650, -1.807, -6.128)  -0.20
N (1.974, -2.361, -5.925)  -0.05
C (2.429, -2.517, -4.555)  -0.20
C (3.977, -2.664, -4.545)  -0.18
O (4.473, -1.335, -4.957)  -0.22
C (5.907, -1.333, -4.744)  -0.10
H (-1.341, -5.382, -5.962)  0.09
H (-1.331, -5.358, -7.757)  0.09
H (-2.374, -4.290, -6.819)  0.08
H (-0.459, -3.194, -4.893)  0.11
H (-1.394, -2.344, -5.986)  0.12
H (0.395, -0.973, -5.457)  0.11
H (0.583, -1.512, -7.171)  0.12
H (2.468, -1.686, -6.451)  0.09
H (2.008, -3.453, -4.174)  0.11
H (2.072, -1.692, -3.893)  0.11
H (4.227, -3.317, -5.381)  0.12
H (4.386, -3.080, -3.635)  0.10
H (6.398, -0.405, -4.963)  0.08
H (6.289, -2.166, -5.328)  0.08
H (6.188, -1.582, -3.711)  0.05
C (-7.289, -0.324, 0.485)  -0.07
O (-5.906, 0.066, 0.556)  -0.26
C (-5.459, 0.883, -0.494)  -0.24
C (-6.143, 2.251, -0.484)  -0.18
N (-6.242, 2.898, 0.867)  -0.04
C (-4.897, 3.065, 1.497)  -0.20
C (-4.084, 4.251, 1.009)  -0.20
O (-2.721, 3.941, 1.350)  -0.22
C (-1.960, 5.129, 1.178)  -0.11
H (-7.474, -0.830, -0.482)  0.08
H (-7.939, 0.554, 0.464)  0.08
H (-7.503, -0.947, 1.384)  0.10
H (-5.583, 0.295, -1.422)  0.12
H (-4.382, 0.981, -0.268)  0.10
H (-7.159, 2.162, -0.869)  0.10
H (-5.500, 2.903, -1.107)  0.10
H (-6.733, 2.326, 1.559)  0.10
H (-4.341, 2.128, 1.457)  0.09
H (-5.221, 3.220, 2.531)  0.12
H (-4.532, 5.125, 1.495)  0.13
H (-4.146, 4.436, -0.079)  0.11
H (-0.930, 4.812, 1.169)  0.08
H (-2.100, 5.822, 2.028)  0.10
H (-2.180, 5.591, 0.212)  0.08
C (1.923, 3.932, 5.063)  -0.64
O (2.160, 2.771, 5.180)  0.05
N (0.879, 4.591, 4.315)  0.18
N (2.769, 4.893, 5.583)  0.11
H (0.089, 4.083, 4.045)  0.06
H (0.838, 5.517, 4.653)  0.07
H (3.679, 4.619, 5.982)  0.11
H (2.977, 5.578, 4.858)  0.10
C (3.617, -3.076, 2.579)  -0.69
O (4.087, -3.843, 3.397)  0.02
N (2.467, -2.317, 2.802)  0.17
N (4.226, -2.831, 1.395)  0.17
H (2.262, -1.499, 2.227)  0.06
H (1.949, -2.556, 3.637)  0.08
H (4.128, -1.951, 0.922)  0.06
H (5.133, -3.229, 1.287)  0.10
C (8.329, -2.820, -2.032)  -0.75
O (8.687, -2.073, -1.173)  0.07
N (8.883, -2.966, -3.273)  0.15
N (7.279, -3.635, -1.871)  0.15
H (9.637, -2.325, -3.419)  0.10
H (9.031, -3.919, -3.529)  0.09
H (7.228, -4.427, -2.509)  0.11
H (6.965, -3.712, -0.901)  0.12
C (-2.538, 4.084, 5.402)  -0.69
O (-2.564, 5.171, 4.858)  0.01
N (-2.918, 3.009, 4.629)  0.17
N (-2.153, 3.822, 6.684)  0.16
H (-2.951, 3.197, 3.651)  0.06
H (-2.552, 2.139, 4.962)  0.03
H (-1.421, 4.458, 6.974)  0.10
H (-2.098, 2.872, 7.037)  0.10
C (-0.388, -0.446, 5.561)  -0.56
O (-1.237, 0.472, 5.446)  -0.02
N (-0.767, -1.812, 5.473)  0.14
N (0.982, -0.225, 5.862)  0.17
H (-1.506, -1.943, 4.769)  0.07
H (0.022, -2.448, 5.386)  0.07
H (1.667, -0.936, 5.726)  0.07
H (1.382, 0.699, 5.872)  0.06
C (-2.008, -1.832, -2.656)  -0.61
O (-2.567, -2.848, -3.018)  0.03
N (-0.733, -1.782, -2.036)  0.18
N (-2.631, -0.583, -2.796)  0.19
H (-0.654, -1.033, -1.361)  0.06
H (-0.524, -2.682, -1.590)  0.07
H (-2.101, 0.274, -2.828)  0.06
H (-3.435, -0.576, -3.373)  0.06

Calculated values
Kohn-Sham gap = 8.38 eV
LUMO level = 0.317 eV
ΔE to the lowest compared entry with this formula, charge and spin = 46.5 kcal/mol
total charge = 0
multiplicity = 1

=====

ORCA calculation (ωB97M-V/def2-TZVPD) on C12H11Cl2F6N3O2RuS3Sb as an isolated structure.

Last column: Löwdin charge in e.
Positions of all 41 atoms, in Å:
Ru (-0.932, 0.690, 1.027)  1.24
O (-2.793, -2.168, -1.914)  0.10
C (-1.766, -2.129, -2.776)  -0.24
C (-1.923, -2.851, -3.962)  0.01
C (-0.916, -2.873, -4.900)  -0.05
C (0.280, -2.177, -4.691)  -0.07
C (0.443, -1.462, -3.531)  -0.02
C (-0.571, -1.419, -2.555)  -0.08
C (-0.361, -0.635, -1.358)  -0.41
O (-1.280, -0.611, -0.441)  -0.20
N (0.777, -0.021, -1.164)  0.03
N (0.796, 0.655, 0.035)  -0.26
C (2.076, 0.852, 0.424)  -0.86
S (3.316, -0.032, -0.342)  1.08
C (4.582, 0.464, 0.865)  -0.46
C (4.295, 1.876, 1.320)  -0.44
S (2.503, 2.052, 1.553)  1.06
H (-2.567, -1.668, -1.114)  0.08
H (-2.848, -3.389, -4.111)  0.13
H (-1.055, -3.442, -5.810)  0.12
H (1.064, -2.202, -5.433)  0.11
H (1.356, -0.912, -3.347)  0.11
H (5.553, 0.388, 0.381)  0.09
H (4.537, -0.243, 1.694)  0.09
H (4.599, 2.620, 0.585)  0.09
H (4.768, 2.094, 2.278)  0.10
Cl (-2.826, 3.717, 1.835)  0.63
C (-3.275, 3.011, 0.325)  -0.90
Cl (-1.840, 2.241, -0.510)  0.67
H (-3.607, 3.768, -0.376)  0.04
H (-3.997, 2.214, 0.467)  0.04
F (-0.295, 1.841, 2.611)  -0.52
Sb (0.254, 0.507, 4.118)  1.49
F (-0.046, -0.546, 2.460)  -0.40
F (2.086, 0.131, 3.999)  -0.34
F (0.071, -1.067, 5.098)  -0.31
F (0.702, 2.060, 5.030)  -0.31
F (-1.572, 0.761, 4.424)  -0.33
S (-3.866, -1.599, 3.496)  0.87
C (-3.147, -0.625, 2.535)  -0.87
N (-2.577, 0.129, 1.777)  -0.12

Calculated values
Kohn-Sham gap (spin up / spin down) = 4.11 / 4.20 eV
LUMO level (spin up / spin down) = -7.057 / -6.981 eV
ΔE to the lowest compared entry with this formula, charge and spin = 22.4 kcal/mol
total charge = +1
multiplicity = 1

=====

ORCA calculation (ωB97M-V/def2-TZVPD) on C3H10N2O3 in the gas phase.

Last column: Löwdin charge in e.
Positions of all 18 atoms, in Å:
C (2.035, -0.879, 0.934)  -0.09
C (0.675, -1.418, 0.552)  -0.15
O (-0.472, -0.470, 0.953)  -0.05
C (-0.823, 0.477, 0.061)  -0.68
N (0.214, 1.397, -0.264)  0.12
N (-1.997, 1.135, 0.511)  0.13
O (-1.118, -0.359, -1.252)  -0.14
O (-1.254, 0.511, -2.374)  -0.06
H (2.777, -1.667, 0.799)  0.08
H (2.034, -0.573, 1.978)  0.08
H (2.293, -0.041, 0.287)  0.06
H (0.619, -1.641, -0.512)  0.11
H (0.394, -2.286, 1.148)  0.12
H (0.665, 1.749, 0.568)  0.10
H (-0.073, 2.018, -1.011)  0.08
H (-2.483, 1.577, -0.260)  0.09
H (-2.609, 0.482, 0.981)  0.09
H (-0.878, -0.010, -3.097)  0.10

Calculated values
Kohn-Sham gap = 10.08 eV
LUMO level = 0.910 eV
structure (SMILES) = CCOC(N)(N)OO
ΔE to the lowest compared entry with this formula, charge and spin = 91.1 kcal/mol
total charge = 0
multiplicity = 1